Record 1
ORCA calculation (wB97M-V/def2-TZVPD) on a structure of composition NO3Rb3.

## Properties
LUMO (spin up / spin down) = -3.85 / -3.36 eV
gap between HOMO and LUMO (spin up / spin down) = 1.60 / 8.88 eV
expectation value of S² = 0.750
total charge = +1
HOMO (spin up / spin down) = -5.449 / -12.247 eV
spin multiplicity = 2

```
7
NO3Rb3 (wB97M-V/def2-TZVPD)
Rb -20.8023 12.7956 12.7352
Rb -26.6793 15.1768 11.3367
Rb -23.7958 12.6544 8.7245
O -21.9733 14.6922 10.7314
N -23.0334 15.2047 10.8133
O -23.9056 14.3947 10.8791
O -23.2142 16.4338 10.9663
```

Record 2
ORCA calculation (wB97M-V/def2-TZVPD) on an isolated molecule of C20H33N3O4S.

## Properties
LUMO = 0.58 eV
gap between HOMO and LUMO = 9.83 eV
HOMO = -9.245 eV
relative energy (zero: lowest compared OMol25 entry of this formula, charge and spin) = 28.8 kcal/mol
SMILES = CC[C@H](C)[C@H](NS(=O)(=O)c1ccc(C)cc1)C(=O)NCCCN1CCOCC1

```
61
C20H33N3O4S (wB97M-V/def2-TZVPD)
H 0.0262 3.7769 0.1022
H 5.9677 1.9161 0.1749
H -2.0040 3.7063 -1.8348
H -0.4483 2.8342 -1.8669
H -0.0105 3.8083 2.5790
H -3.8971 -2.3511 0.2343
H -1.2333 -1.0971 0.0396
H -3.1038 0.2720 -0.3539
H 0.8784 1.5221 2.9254
C -1.5172 -2.3685 1.7800
H -3.5379 3.2839 0.0450
H -3.0475 2.1061 1.2913
C 3.9579 1.2144 -0.0126
N 0.2352 -2.5019 0.0600
O 1.1285 -0.9166 2.2973
H -1.4925 4.4080 0.7653
C -3.6086 1.2212 -0.5918
C -0.6236 -1.5969 0.7939
C 2.8411 1.6041 -0.7432
N -1.5803 2.4952 -0.1470
C -2.1606 1.6145 -2.3477
H -1.3417 2.6521 2.5879
N -0.0965 0.7009 1.3018
H -1.5307 -4.2233 0.7070
C -2.9798 2.3496 0.2296
H -4.6731 1.1324 -0.3663
H -3.1169 -1.9535 3.1657
C -2.2670 -3.5114 1.0821
C 3.2036 -1.0735 -0.1236
C 1.9050 0.6685 -1.1514
O -0.1990 -1.1789 -2.0034
C -0.8794 3.4987 0.6475
O -3.5127 1.4755 -1.9691
H -3.0756 -0.8557 1.7843
H -1.6163 0.6750 -2.1709
S 0.8741 -1.8672 -1.3376
C 0.5359 1.8344 1.9350
H 1.0296 0.9442 -1.7175
H 4.7616 3.2027 0.0408
H -2.5559 -2.6550 -0.8836
H 2.7062 2.6461 -0.9980
H 3.3358 -2.1216 0.0930
H -1.8943 -0.6857 3.0830
H -0.8542 -2.8141 2.5309
O 1.5379 -2.9377 -2.0168
H -0.7590 0.9683 0.5731
C 4.1295 -0.1343 0.2887
C 0.2309 -0.5728 1.5464
C -2.4614 -1.4033 2.4947
H -3.6789 -3.9446 -0.4777
C 2.0935 -0.6595 -0.8335
H -2.8774 -4.0213 1.8317
C 4.9621 2.2199 0.4593
C -0.4655 2.9831 2.0294
C -1.4985 2.7595 -1.5778
H -2.1651 1.8295 -3.4172
C -3.1533 -3.0791 -0.0809
H 0.9399 -2.9304 0.6433
H 1.4142 2.1488 1.3568
H 4.9958 -0.4450 0.8531
H 4.9332 2.2925 1.5461
```

Record 3
ORCA calculation (wB97M-V/def2-TZVPD) on a structure of composition C3H6AgLiO5.

## Properties
LUMO (spin up / spin down) = -0.78 / -2.63 eV
gap between HOMO and LUMO (spin up / spin down) = 5.40 / 7.15 eV
expectation value of S² = 2.007
HOMO (spin up / spin down) = -6.180 / -9.779 eV
spin multiplicity = 3
relative energy (zero: lowest compared OMol25 entry of this formula, charge and spin) = 0.0 kcal/mol

```
16
C3H6AgLiO5 (wB97M-V/def2-TZVPD)
H 3.3145 -0.7447 0.2626
O 0.6374 0.5001 -0.3431
H -0.7839 -0.0814 -2.5201
Ag -4.0273 -1.0980 -0.8410
O -2.6721 -0.1028 -1.6851
C -0.6496 -0.0741 -0.3891
H -1.2366 0.2710 0.4858
H -0.6119 -1.1751 -0.3096
C -1.3653 0.3308 -1.6696
O 1.4425 -1.2606 1.5659
H 0.6375 1.4862 0.7914
O 1.2566 0.9544 1.7780
H -1.3003 1.4347 -1.7616
C 1.6845 -0.1280 1.0239
O 2.9346 0.1080 0.5005
Li 0.7393 -0.4205 3.1111
```

Record 4
ORCA calculation (wB97M-V/def2-TZVPD) on a cluster of 15 separate species, C25H80N8O15 in total.

## Properties
LUMO = -0.07 eV
gap between HOMO and LUMO = 9.18 eV
HOMO = -9.254 eV
relative energy (zero: lowest compared OMol25 entry of this formula, charge and spin) = 0.0 kcal/mol

```
128
C25H80N8O15 (wB97M-V/def2-TZVPD)
H -26.6769 -12.1506 -21.9496
H -22.1760 -13.8922 -15.9222
C -20.9603 -16.7165 -19.1580
H -22.0086 -15.3214 -20.0393
H -20.4355 -14.6318 -25.1730
C -20.2352 -15.9777 -23.5397
H -22.0508 -13.6995 -18.5140
H -26.2476 -12.0015 -14.8975
H -23.2762 -16.1798 -18.1063
H -25.6527 -11.8155 -13.3053
H -23.6904 -14.8626 -23.2473
H -18.0943 -13.5628 -20.1028
H -21.6603 -14.2773 -24.0443
H -25.1282 -12.9208 -19.6705
H -27.2782 -15.9384 -20.5893
H -20.6153 -11.6423 -15.8955
H -24.9475 -11.5655 -16.3702
H -21.5327 -12.2486 -19.2624
H -17.6738 -15.4060 -20.6880
H -22.6811 -14.8212 -14.5624
H -20.7078 -16.8296 -25.3732
H -20.2404 -16.9421 -19.9220
O -23.7112 -12.8814 -23.5750
H -23.4646 -16.8277 -20.6315
H -22.7183 -14.2371 -21.7110
H -18.1471 -12.0918 -15.8067
O -27.3441 -9.7471 -22.5498
H -24.5194 -14.5250 -19.4020
C -20.8150 -17.1335 -24.3736
H -24.0766 -12.9447 -25.6027
H -19.9751 -11.4005 -19.2171
H -23.1937 -12.1541 -20.8298
H -24.8561 -10.7420 -19.6672
C -24.2519 -11.3522 -14.7898
H -22.5981 -16.1072 -22.6333
H -25.1691 -17.0974 -20.4945
C -22.9728 -15.8042 -16.4189
O -26.3160 -16.4122 -18.8176
C -24.3975 -9.8237 -19.4748
O -20.7097 -15.9172 -22.3807
N -24.3725 -16.8061 -21.0616
N -24.9713 -9.6468 -22.7736
H -24.9763 -13.9441 -20.9517
N -26.2416 -15.2401 -16.3248
C -23.1262 -13.1182 -20.3014
H -17.3582 -11.9165 -17.3043
C -27.6032 -11.2732 -19.2807
H -17.9231 -13.4730 -16.7983
C -20.6132 -14.6134 -24.1458
H -18.7781 -14.6409 -18.9726
H -21.2395 -17.5655 -18.4928
O -22.1719 -16.1910 -19.7115
H -22.1673 -10.7900 -14.2494
O -24.0587 -11.5264 -15.9993
H -26.7709 -15.9842 -15.8169
C -19.4396 -12.1329 -17.6050
C -22.9843 -14.5765 -15.5750
H -24.6591 -10.3181 -14.7862
O -23.4255 -9.4078 -20.4018
H -20.2943 -9.2345 -20.2559
O -19.1824 -11.5979 -18.7077
H -23.1739 -11.2228 -12.9498
N -25.8666 -11.6090 -22.2405
H -25.1981 -15.3804 -16.5135
N -23.5109 -15.6763 -22.6639
H -25.1065 -8.6445 -23.0096
H -22.4978 -12.4451 -13.9712
O -19.2537 -10.1340 -22.2646
H -27.1100 -14.6308 -19.3747
C -20.3146 -11.2005 -16.8474
O -22.3235 -13.8456 -20.9490
H -21.7513 -10.2221 -20.2887
H -25.1110 -9.0744 -19.2849
H -24.1440 -10.1040 -23.0968
H -28.2897 -15.7819 -19.1185
C -18.1676 -12.4071 -16.8161
C -25.3994 -12.1529 -14.2551
H -24.9321 -12.0314 -22.3210
H -19.9633 -13.8264 -23.7937
H -24.4615 -16.9755 -15.4388
H -19.8790 -13.1636 -17.6572
H -25.3970 -12.1854 -24.6859
H -23.8764 -10.0853 -18.5739
O -27.0092 -10.8912 -18.0906
H -20.2689 -12.0835 -22.8306
C -20.1779 -10.7531 -21.5151
C -27.2789 -15.6698 -19.5275
H -25.0154 -13.9886 -24.6511
C -18.8694 -14.3401 -20.0131
C -22.3885 -12.8055 -19.0290
O -18.5966 -15.3186 -20.8878
H -27.5722 -10.2126 -17.7956
H -21.9436 -15.9477 -16.7696
H -19.8914 -13.9258 -20.1396
O -28.1544 -13.8364 -16.4077
H -23.0934 -17.8397 -16.3100
H -25.3391 -13.1999 -14.2057
C -23.3945 -16.9842 -15.6751
C -24.4870 -13.6803 -20.0329
N -20.7197 -10.1801 -20.5138
H -23.2194 -12.0472 -23.7180
H -26.6507 -12.4254 -17.5948
C -26.8675 -14.1255 -16.6122
H -23.9437 -14.0545 -15.6320
H -23.9815 -9.2950 -21.1749
C -24.6106 -12.9693 -24.6450
H -28.6442 -11.4359 -19.1705
H -19.7026 -10.3150 -16.5714
C -24.5848 -16.1064 -22.1303
H -27.1993 -12.1248 -19.6876
C -22.9340 -11.4899 -13.9714
H -21.1005 -10.9077 -17.4586
H -21.4750 -12.3697 -21.4849
O -25.7953 -15.7005 -22.4621
H -27.4382 -10.5454 -20.0716
O -23.6949 -15.6935 -17.4176
N -20.7629 -11.8212 -21.9786
H -21.8320 -17.3707 -24.1489
H -20.4682 -16.0351 -18.5051
H -20.2500 -18.0704 -24.1295
H -19.1371 -16.1217 -23.4843
C -26.0801 -10.3264 -22.5207
H -22.9481 -12.2261 -18.3199
H -20.0653 -15.5273 -21.7511
H -26.3112 -16.0584 -17.9491
N -26.1796 -13.2979 -17.3435
H -22.7773 -17.2170 -14.7779
H -25.1835 -13.5041 -17.5832
```

Record 5
ORCA calculation (wB97M-V/def2-TZVPD) on a cluster of 7 separate species, C16H32F3N7O16S in total.

## Properties
LUMO = -0.01 eV
gap between HOMO and LUMO = 9.21 eV
HOMO = -9.223 eV
SMILES = CCC(=O)OCC[C@]1(N)[C@H](S)OC(=O)[C@H]1C(F)(F)F.C[N+](=O)[O-].C[N+](=O)[O-].C[N+](=O)[O-].C[N+](=O)[O-].C[N+](=O)[O-].C[N+](=O)[O-]

```
75
C16H32F3N7O16S (wB97M-V/def2-TZVPD)
H -2.3007 1.2984 -3.2329
N 1.7080 5.6558 2.0001
N -1.0163 1.0459 -1.6030
N -4.3574 0.6563 0.3938
H 1.4777 -3.5137 -2.9938
C 2.9609 5.9276 2.7549
H 2.7438 5.8797 3.8171
O -7.6790 2.0974 0.2871
N -1.0806 2.5350 3.7853
H 1.6802 -3.6177 0.9835
O 0.5750 -5.0290 -1.7071
H 3.8042 0.3835 -5.7095
H 1.0165 3.0393 0.6091
C 3.4473 -2.6885 -0.9114
C -8.8556 0.5741 -0.9819
H 1.5273 2.3929 2.2363
C -4.4405 -0.5681 1.2304
S -0.1314 -2.5662 -1.5016
N 3.1580 -0.0793 -3.7766
C 0.5051 -5.0838 -0.3158
F 4.0160 -5.2750 0.9266
O -4.2176 1.7107 0.9714
O 1.7850 5.6726 0.7895
C 1.8312 -4.4544 0.2700
H -9.8070 0.8926 -0.5638
H -1.9522 2.7840 -2.2890
O 3.5897 -0.4871 0.2537
N -7.7951 0.9257 0.0007
C 2.9778 0.7193 0.5249
C 0.9945 2.1753 1.3011
C 4.2592 0.1657 -4.7466
O 0.0618 1.1467 -2.1621
C 1.2068 -3.7548 -1.9537
H -3.0599 1.5344 -1.6238
F 2.4753 -5.2382 2.4149
C -2.1788 1.7215 -2.2383
O -1.2189 0.4365 -0.5691
N 3.2321 -4.9696 -1.7077
C 1.4566 0.8845 0.5839
H -0.0539 2.0265 1.5676
H -3.5140 -0.6381 1.7958
O 3.6962 1.6501 0.7068
H -0.6760 3.4108 5.6394
H 4.2200 -4.8670 -1.4952
O -0.3790 -5.4761 0.3393
H -1.7772 1.9956 5.6803
H -8.8414 -0.4994 -1.1396
H 3.6837 5.1661 2.4715
H 3.0851 -4.9318 -2.7140
H 1.0002 0.8543 -0.4236
H 4.1359 -2.9400 -0.0724
O 3.0906 0.6474 -2.8087
C 2.7508 -1.3581 -0.5134
O -1.7097 2.9970 2.8556
O -4.4315 0.5210 -0.8191
O -0.1225 1.7864 3.6987
H -5.2959 -0.4567 1.8877
H -0.0604 -1.4792 -2.3198
H 4.0747 -2.6003 -1.8156
H 4.8620 -0.7378 -4.7926
C 2.4548 -3.8786 -1.0316
H -2.3686 3.5754 5.0827
C 2.6955 -5.4280 1.1004
H -8.6347 1.1049 -1.9043
O -7.1181 0.0155 0.4479
H 1.8884 -1.6435 0.1263
F 2.3633 -6.6962 0.8071
O 0.7002 5.4348 2.6477
H 1.0303 0.0085 1.1230
H 2.3778 -0.9030 -1.4630
H 3.3037 6.9200 2.4734
H -4.5620 -1.4280 0.5801
O 2.3978 -1.0014 -4.0264
H 4.8482 1.0072 -4.3965
C -1.5132 2.9117 5.1582
```

Record 6
ORCA calculation (wB97M-V/def2-TZVPD) on an isolated molecule of C5H8O2S.

## Properties
LUMO = 0.70 eV
gap between HOMO and LUMO = 8.72 eV
HOMO = -8.013 eV
relative energy (zero: lowest compared OMol25 entry of this formula, charge and spin) = 28.9 kcal/mol
SMILES = C[C@@H](O)C1=COCS1

```
16
C5H8O2S (wB97M-V/def2-TZVPD)
H 0.3656 -2.1776 1.2186
C 0.2185 -0.3155 0.1379
S -1.0248 0.6661 -0.6110
H 3.1713 0.8343 -1.3673
H 1.5063 1.2770 -1.8459
H 2.2587 -0.5803 0.5142
C -2.2191 -0.3981 0.3240
H -3.1812 -0.6044 -0.1479
H 2.0679 -0.4266 -1.9732
H -2.3430 0.1522 1.2606
O 1.8446 1.3212 0.9039
C -0.2309 -1.4376 0.6870
C 1.6171 0.1950 0.0828
O -1.5637 -1.6234 0.6180
C 2.1246 0.4982 -1.3572
H 1.2433 2.0340 0.6941
```

Record 7
ORCA calculation (wB97M-V/def2-TZVPD) on a structure of composition C26H19N6ORuS.

## Properties
LUMO (spin up / spin down) = -4.05 / -4.05 eV
gap between HOMO and LUMO (spin up / spin down) = 6.09 / 6.08 eV
total charge = +1
HOMO (spin up / spin down) = -10.142 / -10.127 eV
relative energy (zero: lowest compared OMol25 entry of this formula, charge and spin) = 4.7 kcal/mol

```
54
C26H19N6ORuS (wB97M-V/def2-TZVPD)
H 3.4530 1.7679 -1.9989
C 4.3188 -0.5673 2.7269
C 1.5899 -0.6528 2.1625
N -4.7000 -0.0809 -2.2268
C 2.2426 0.5720 2.3198
H 0.4314 -3.4370 -2.6215
C 3.6811 -1.7896 2.5680
C -2.6893 -3.1306 1.7866
C -0.2815 0.2572 0.9257
C -3.4011 0.0483 -2.1858
H -4.1915 2.9487 -1.1747
C 1.6360 5.1040 -1.7799
C -0.7004 1.1380 0.1347
H -3.5368 -3.3886 1.1647
C 3.0053 5.1219 -1.7554
O 1.0483 1.5618 -2.0676
C -1.3582 -3.5052 3.7535
Ru -0.9396 1.5049 -1.6965
N -1.6145 -3.2020 -2.5957
H 0.8804 -0.9510 -2.5577
H 0.3179 -2.1967 4.0173
C 2.3230 -1.8351 2.2963
C 3.0078 2.7483 -1.9308
N -5.1283 1.1236 -1.8147
C -0.3781 -2.7193 -2.5862
H 3.5378 6.0592 -1.6721
C -0.1229 -1.3562 -2.5385
C 0.9357 3.8903 -1.8715
H -3.0934 -4.6565 3.2408
H 4.0864 1.5663 2.7517
H 5.3800 -0.5346 2.9357
C -2.6076 -2.3230 -2.5278
C -0.7343 -1.7710 2.1939
H 1.8320 -2.7868 2.1403
N -1.1189 -0.4738 -2.4808
C -2.3702 -0.9605 -2.4497
C -2.4407 -3.8426 2.9539
H 4.7871 3.8820 -1.8135
H -3.6240 -2.6978 -2.5095
H -1.1770 -4.0419 4.6750
C 3.5942 0.6128 2.6121
N 1.6545 2.7545 -1.9481
H -6.1158 1.3128 -1.7586
H 1.6674 1.4862 2.2431
C -0.5071 -2.4787 3.3771
C 3.7079 3.9127 -1.8318
S -0.7898 3.8114 -1.8959
C -1.8482 -2.0981 1.4157
H 1.0524 6.0113 -1.7181
C -4.1038 1.9378 -1.5353
C 0.1662 -0.6842 1.7712
N -2.9857 1.2848 -1.7686
H 4.2438 -2.7103 2.6465
H -2.0218 -1.5469 0.4988
```

Record 8
ORCA calculation (wB97M-V/def2-TZVPD) on an isolated molecule of C22H24N2O5S.

## Properties
LUMO = 0.33 eV
gap between HOMO and LUMO = 8.34 eV
HOMO = -8.014 eV
relative energy (zero: lowest compared OMol25 entry of this formula, charge and spin) = 27.3 kcal/mol
SMILES = COc1ccc2cc(CN(C[C@H]3CCCO3)S(=O)(=O)c3ccccc3)c(=O)[nH]c2c1

```
54
C22H24N2O5S (wB97M-V/def2-TZVPD)
H 2.3472 -1.5971 -1.9797
H -2.0514 3.2641 1.6053
H 3.6031 -1.2234 1.5835
C -2.6429 0.4650 -0.8989
O -5.5975 -1.2872 0.4174
O 3.4978 1.2164 1.4851
O 2.3975 -1.8481 0.0229
C 1.4764 1.4137 -1.7286
H -2.9773 2.3008 -1.7617
C -1.6427 1.3053 2.3724
H -4.7170 0.9705 -0.8456
C -3.3440 -1.8941 0.3791
H -3.6541 -2.7993 0.8752
H -2.6411 1.1639 2.7593
C 0.5809 0.4763 2.0250
N 2.3757 0.8909 -0.7291
C -0.2945 -0.1577 -0.8847
H -6.5198 0.5616 0.6221
H 5.0910 -1.9011 -1.8180
C 4.6530 -2.5792 0.2266
H 1.7920 1.0706 -2.7192
H -6.7441 -0.2397 -0.9599
C -0.6963 0.3052 2.5319
C -0.0361 2.6613 1.2175
H 5.5119 -1.9765 0.5152
O 2.7034 3.2133 0.2873
C 3.0556 -1.4460 -1.1591
O -0.7640 3.0572 -2.3820
H 0.2552 3.5653 0.7065
H -1.2700 -2.3811 0.3164
C 3.4728 0.0379 -1.0994
C -2.0320 -1.6589 0.0675
H 3.9000 0.3364 -2.0646
H -0.9578 -0.6081 3.0438
C -6.6503 -0.4014 0.1184
H 4.0114 -3.3012 -1.7209
H 1.3363 -0.2858 2.1218
H 0.4710 -0.8629 -0.5974
C 4.2862 -2.3586 -1.2477
H -7.5538 -0.8818 0.4899
C -4.3355 -0.9496 0.0565
C -1.3144 2.4837 1.7213
C 0.0479 1.0103 -1.4740
C -1.6484 -0.4743 -0.5758
H 4.8852 -3.6238 0.4254
H 4.2300 0.1653 -0.3249
C 3.3952 -2.1244 0.9942
C -3.9815 0.2260 -0.5828
N -2.2654 1.6196 -1.5242
C 0.8924 1.6508 1.3695
C -0.9723 1.9847 -1.8427
H 2.9927 -2.8992 1.6506
H 1.5275 2.5099 -1.7260
S 2.5147 1.8344 0.6393
```

Largest force on an atom readings, ordered: 0.1506 0.0174 0.0696 0.2097 0.0491 0.0256 0.0567 0.0193 hartree/bohr